The following is a quantum chemistry calculation of a molecular structure, C37H35BrClF4IN2OPRuSi at a distorted geometry, from the OMol25 dataset.

Its HOMO-LUMO gap (alpha / beta) is 0.2023 / 0.2023 hartree. Its relative energy (zero: lowest compared OMol25 entry of this formula, charge and spin) is 49.7 kcal per mole. The total energy comes out at -165242.744 eV. For the HOMO energy (alpha / beta), the calculation gives -10.79 / -10.79 eV.

ORCA input file:
```
! RIJCOSX wB97M-V def2-TZVPD def2/J DEFGRID3
* xyz 1 1
C -1.498 1.724 2.759
H -1.709 2.203 1.804
C -4.660 -2.248 3.179
H 6.051 -1.827 -1.729
H -2.376 -2.337 4.668
H -3.893 -3.079 0.674
C 3.084 2.096 3.221
C 2.357 1.775 2.071
C -0.514 -3.296 -2.282
H -1.463 -0.295 4.732
C -1.206 -2.566 -3.218
C 3.192 -0.522 0.498
H 2.547 -2.577 0.611
C -1.532 -1.230 -2.940
C -3.954 1.564 3.204
H -1.327 2.498 3.513
H -3.521 -4.359 1.825
C 1.263 -0.601 4.226
F 1.772 5.181 0.897
C 3.256 -1.701 3.458
C 0.238 -2.311 1.789
C 2.412 -2.125 5.673
H -3.066 1.567 -4.126
C 4.302 -2.347 -0.601
C -2.163 1.410 -2.172
H -4.229 1.911 2.208
C -2.528 0.925 -3.443
H 2.499 -2.631 6.624
H -2.733 -3.941 4.048
H 5.850 0.592 -1.272
H -0.240 -4.324 -2.463
C -2.630 0.788 3.213
C -3.849 -0.260 0.553
N 0.694 -3.349 2.027
H -0.528 1.198 2.641
H -1.500 -3.005 -4.162
C 5.238 -1.459 -1.118
F 3.648 1.178 3.996
H -5.003 -3.234 3.504
H 0.453 0.099 4.060
H -3.186 -0.222 5.070
F 3.002 5.701 3.228
C -3.208 -3.373 1.471
H -1.312 -3.086 3.472
C -2.348 -2.955 3.773
C -2.348 0.334 4.651
C 5.133 -0.102 -0.853
C 1.364 -1.242 5.448
C 4.111 0.372 -0.045
P 1.928 0.036 1.650
H 4.174 -3.032 4.857
H 4.382 -3.405 -0.812
H -4.878 -0.357 0.908
H 0.433 -3.264 -0.347
H -2.192 1.214 5.281
C -0.144 -2.713 -1.073
C 3.287 3.409 3.621
F 3.962 3.662 4.732
H -4.719 -1.583 4.042
Cl -2.723 -0.928 -5.369
H -2.203 -3.484 1.055
H 4.038 1.431 0.160
H -5.364 -1.895 2.424
N -0.466 -1.454 -0.755
H -3.731 -0.926 -0.303
C -2.232 -0.356 -3.818
I -2.676 3.328 -1.599
H 4.005 -1.878 2.699
O -1.162 0.933 -0.057
C 2.802 4.451 2.856
H -3.705 0.763 0.208
H -3.851 2.447 3.843
Si -2.727 -0.671 1.992
C -1.493 0.595 -1.278
C 2.202 -0.832 3.226
C 3.270 -1.885 0.198
Ru -0.373 -0.555 1.051
C 2.156 4.167 1.663
C -3.221 -2.387 2.647
H 0.628 -1.060 6.219
Br 1.355 2.615 -0.489
C -1.157 -0.716 -1.688
H -4.777 0.967 3.599
C 3.355 -2.348 4.681
C 1.958 2.858 1.268
*
```

Löwdin population analysis, charges in e, atoms 1 to 8: atom 1 (C): -0.10, atom 2 (H): 0.07, atom 3 (C): -0.08, atom 4 (H): 0.11, atom 5 (H): 0.06, atom 6 (H): 0.07, atom 7 (C): -0.19, atom 8 (C): -0.28